Formula: C21H19Br12N3O4
Source: the OMol25 dataset
Level of theory: the ωB97M-V functional and the def2-TZVPD basis

- lowest unoccupied orbital energy (Eh) = -0.0288
- gap between HOMO and LUMO (eV) = 8.71
- largest force on an atom (eV/A) = 1.75

ORCA input file:
```
! wB97M-V def2-TZVPD RIJCOSX def2/J DEFGRID3
* xyz 0 1
C 1.600 -1.895 3.439
Br 1.289 -0.847 1.838
Br 0.240 -1.649 4.770
Br 3.431 -1.603 4.059
H 1.582 -2.923 3.108
C 0.462 0.421 -1.370
Br 0.697 1.349 -3.079
Br -0.602 -1.188 -1.697
Br -0.555 1.514 -0.050
H 1.432 0.243 -0.921
C -1.680 -0.660 -5.590
Br -3.441 -1.242 -4.945
Br -1.778 -0.082 -7.468
Br -0.631 -2.266 -5.490
H -1.339 0.159 -4.974
C 2.611 3.573 -0.278
Br 3.583 3.311 -1.937
Br 2.725 5.408 0.357
Br 3.234 2.334 1.117
H 1.576 3.280 -0.397
C 8.121 1.342 -1.982
C 8.069 0.810 -0.717
C 6.881 0.298 -0.193
C 5.755 0.292 -0.993
C 5.805 0.726 -2.322
C 6.978 1.281 -2.793
N 4.507 -0.191 -0.421
O 3.614 -0.527 -1.181
O 4.399 -0.173 0.789
H 9.018 1.792 -2.386
H 8.909 0.824 -0.034
H 6.889 -0.099 0.810
H 4.940 0.815 -2.964
H 7.018 1.652 -3.808
C -4.416 -4.260 0.614
C -3.747 -3.916 -0.544
C -3.922 -2.664 -1.112
C -4.803 -1.771 -0.508
C -5.479 -2.133 0.658
C -5.265 -3.359 1.257
N -4.883 -0.407 -0.985
O -5.550 0.398 -0.377
O -4.249 -0.144 -1.989
H -4.306 -5.276 0.977
H -3.040 -4.624 -0.955
H -3.366 -2.292 -1.963
H -6.025 -1.365 1.192
H -5.804 -3.570 2.168
N -2.993 2.275 4.910
C -2.300 1.535 4.042
C -2.866 1.016 2.880
C -4.190 1.309 2.607
C -4.873 2.146 3.472
C -4.262 2.579 4.647
H -1.295 1.296 4.361
H -2.308 0.511 2.102
H -4.688 1.035 1.687
H -5.908 2.371 3.244
H -4.806 3.231 5.316
*
```